The following is a DFT calculation (ωB97M-V/def2-TZVPD) of the molecule C4H9NO.

calculated total energy: -287.6931 Ha
relative energy (zero: lowest compared OMol25 entry of this formula, charge and spin): 3.7931 eV
orbital gap: 0.2696 Ha
LUMO energy: 0.965 eV

```
15
Properties=species:S:1:pos:R:3:forces:R:3
C -1.53886 1.12757 0.01180 0.062 0.107 0.018
C -0.79994 0.19567 -0.92651 -0.002 0.182 -0.174
C 0.94392 -1.77753 0.31360 0.261 -0.322 0.047
N 1.39277 -0.60560 0.79641 -0.160 0.126 -0.011
C 1.30576 0.55485 0.17063 -0.235 -0.174 0.186
O 0.62700 0.55375 -1.00344 -0.237 -0.086 0.067
H -2.62065 1.09481 -0.15952 0.190 -0.067 -0.036
H -1.36014 0.86604 1.06056 0.009 0.042 -0.175
H -1.18543 2.14686 -0.16238 -0.143 0.015 0.095
H -1.09954 0.31414 -1.96626 -0.132 0.137 0.078
H -1.00483 -0.85110 -0.64364 0.533 0.371 -0.055
H 0.87862 -1.85247 -0.76163 -0.196 -0.089 0.225
H 0.92318 -2.63167 0.96251 0.246 -0.042 0.065
H 1.76561 -0.58510 1.74033 -0.049 0.016 -0.146
H 1.77254 1.44976 0.56753 -0.148 -0.217 -0.183
```
Positions in Å, forces in eV/Å.